Here is a cluster of 2 separate species, C3H2N2O2 in total in a non-equilibrium geometry from OMol25. Energies are from the ωB97M-V functional and the def2-TZVPD basis.

Calculated values
⟨S²⟩ = 2.01
DFT total energy = -375.35339 Ha
M = 98.06 g mol⁻¹
F_max = 0.0841 hartree/bohr
HOMO energy (spin up / spin down) = -6.00 / -10.49 eV
HOMO-LUMO gap (spin up / spin down) = 6.7 / 9.1 eV

The geometry in ORCA input format:
```
! wB97M-V def2-TZVPD RIJCOSX def2/J DEFGRID3
* xyz 0 3
C -1.574 2.080 0.058
C 1.412 -0.911 -0.258
C 3.191 0.844 -0.044
N 2.450 -0.068 -0.234
N 0.232 -0.372 -0.051
O -2.647 1.863 -0.226
O 4.055 1.607 0.089
H -0.572 -0.980 -0.074
H 0.036 0.624 0.124
*
```

=====

Here is a cluster of 7 separate species, C37H94N6O13 in total in a non-equilibrium geometry from OMol25. Energies are from the ωB97M-V functional and the def2-TZVPD basis.

Calculated values
SMILES = COCCNCCOC.COCCNCCOC.COCCNCCOC.COCCNCCOC.COCCNCCOC.COCCNCCOC.CO
DFT total energy = -2772.39738 Ha
M = 831.19 g mol⁻¹
F_max = 0.0598 hartree/bohr
HOMO energy = -8.52 eV
HOMO-LUMO gap = 9.2 eV

The geometry in ORCA input format:
```
! wB97M-V def2-TZVPD RIJCOSX def2/J DEFGRID3
* xyz 0 1
C 0.090 7.266 -2.472
O -1.205 6.804 -2.188
C -2.148 6.849 -3.277
C -3.562 6.344 -2.843
N -3.348 5.161 -2.026
C -4.551 4.751 -1.297
C -4.230 3.447 -0.498
O -3.514 3.786 0.660
C -3.393 2.704 1.611
H 0.879 6.941 -1.793
H 0.111 8.355 -2.513
H 0.346 7.010 -3.500
H -1.867 6.261 -4.150
H -2.305 7.867 -3.636
H -4.107 6.151 -3.767
H -4.026 7.170 -2.302
H -2.558 5.449 -1.466
H -5.380 4.572 -1.982
H -4.809 5.542 -0.593
H -3.691 2.760 -1.151
H -5.194 3.025 -0.216
H -4.316 2.316 2.042
H -2.896 3.029 2.525
H -2.820 1.874 1.198
C -3.232 -3.772 -3.413
O -2.705 -3.942 -2.094
C -1.284 -3.963 -2.006
C -0.729 -3.539 -0.636
N -1.185 -4.523 0.333
C -0.844 -4.160 1.698
C -1.654 -5.030 2.703
O -3.065 -4.788 2.485
C -3.971 -5.243 3.485
H -3.062 -2.780 -3.831
H -4.317 -3.790 -3.312
H -2.881 -4.556 -4.084
H -0.847 -3.311 -2.762
H -0.990 -4.994 -2.200
H -1.059 -2.526 -0.405
H 0.360 -3.513 -0.603
H -2.177 -4.636 0.181
H -0.942 -3.094 1.905
H 0.157 -4.504 1.959
H -1.414 -4.723 3.721
H -1.453 -6.087 2.526
H -3.754 -4.845 4.476
H -4.001 -6.331 3.415
H -4.912 -4.798 3.162
C 2.608 -2.079 0.905
O 3.225 -3.037 1.713
C 3.999 -4.027 1.094
C 4.877 -4.739 2.173
N 6.009 -3.903 2.486
C 6.938 -4.368 3.531
C 6.226 -4.617 4.912
O 5.362 -3.538 5.327
C 5.083 -3.584 6.667
H 1.724 -1.657 1.383
H 2.359 -2.511 -0.064
H 3.218 -1.217 0.633
H 4.584 -3.540 0.314
H 3.350 -4.806 0.696
H 5.174 -5.697 1.748
H 4.267 -4.918 3.058
H 5.500 -3.119 2.868
H 7.606 -3.518 3.670
H 7.487 -5.255 3.214
H 7.036 -4.828 5.610
H 5.636 -5.532 4.872
H 5.945 -3.429 7.316
H 4.742 -4.608 6.822
H 4.352 -2.894 7.088
C 1.687 -2.186 -5.441
O 1.768 -0.814 -5.380
C 0.930 -0.294 -4.338
C 1.307 1.181 -4.104
N 0.687 2.003 -5.165
C 1.035 3.413 -5.026
C 0.586 4.235 -6.269
O 1.392 3.930 -7.346
C 1.460 4.858 -8.415
H 2.163 -2.506 -6.368
H 0.626 -2.395 -5.580
H 2.045 -2.715 -4.558
H 1.204 -0.837 -3.434
H -0.147 -0.418 -4.453
H 2.378 1.285 -4.277
H 1.073 1.590 -3.121
H 1.066 1.655 -6.034
H 2.106 3.551 -4.878
H 0.486 3.865 -4.199
H 0.430 5.292 -6.051
H -0.409 3.950 -6.612
H 2.044 5.702 -8.049
H 0.485 5.077 -8.850
H 2.044 4.360 -9.188
C -2.748 -0.098 -1.808
O -3.569 -0.053 -0.666
C -4.453 -1.153 -0.509
C -5.358 -1.104 0.648
N -4.678 -0.701 1.883
C -3.797 -1.758 2.327
C -3.221 -1.468 3.727
O -2.152 -0.548 3.466
C -1.215 -0.431 4.477
H -2.072 0.756 -1.773
H -3.321 -0.135 -2.734
H -2.126 -0.994 -1.801
H -3.845 -2.037 -0.319
H -5.044 -1.361 -1.401
H -5.829 -2.086 0.664
H -6.210 -0.432 0.546
H -3.981 -0.001 1.671
H -3.011 -1.905 1.587
H -4.394 -2.659 2.470
H -2.803 -2.424 4.042
H -4.000 -1.057 4.369
H -0.821 -1.378 4.847
H -1.643 -0.041 5.400
H -0.312 0.111 4.200
C -0.447 3.620 -0.953
O 0.840 3.008 -0.797
C 1.476 3.329 0.466
C 2.574 2.465 0.849
N 3.259 2.876 2.116
C 4.298 1.981 2.489
C 3.772 0.674 3.207
O 2.996 1.012 4.344
C 2.381 -0.067 4.958
H -0.351 4.693 -0.791
H -1.120 3.164 -0.228
H -0.892 3.342 -1.909
H 0.837 3.360 1.348
H 1.711 4.392 0.517
H 3.393 2.388 0.133
H 2.139 1.466 0.865
H 2.663 2.941 2.928
H 4.944 2.473 3.217
H 4.921 1.747 1.626
H 4.615 0.010 3.397
H 3.136 0.060 2.570
H 1.619 0.267 5.663
H 3.121 -0.609 5.547
H 1.899 -0.691 4.205
C -0.210 -0.086 1.071
O 0.330 0.068 -0.201
H -0.930 0.692 1.325
H -0.649 -1.076 1.194
H 0.545 0.092 1.836
H 0.444 1.019 -0.269
*
```